1.
Here is C52H53As2O6Ru as an isolated structure from the Open Molecules 2025 dataset. Energies are from ωB97M-V/def2-TZVPD.

LUMO (alpha / beta) = -2.7 / -3.3 eV
HOMO (alpha / beta) = -0.3985 / -0.3992 Ha
Orbital gap (alpha / beta) = 8.12 / 7.56 eV
<S²> = 6.01
Spin multiplicity = 5
Net charge = +1
Energy relative to the best compared isomer or geometry (same formula, charge and spin) = 0.0 kJ/mol
Energy = -7030.724385 a.u.

Each line ends with the Löwdin spin population.
Geometry (Å):
Ru (-0.28180, -0.70639, -0.85810)  2.459
C (-0.45518, 5.20776, -1.69082)  0.001
C (-0.50448, 4.69532, -0.27044)  0.008
C (-0.54827, 5.69444, 0.80873)  0.080
O (0.58741, 3.84255, -0.00570)  0.026
C (0.18116, 2.52097, -0.35192)  0.003
C (-1.35044, 2.49360, -0.13471)  0.002
O (-1.65677, 3.85564, -0.06496)  0.005
C (-2.24820, 1.81424, -1.16177)  0.016
O (-1.71435, 0.50762, -1.35356)  0.170
C (-3.72231, 1.82748, -0.57203)  0.002
C (-3.97393, 2.02438, 0.77724)  0.000
C (-5.26995, 2.26235, 1.23697)  0.000
C (-6.34468, 2.34994, 0.40519)  0.000
C (-6.14519, 2.08825, -0.91666)  0.000
C (-4.84615, 1.82815, -1.40438)  -0.001
C (-2.24905, 2.44264, -2.54869)  0.006
C (-1.27021, 1.99297, -3.47853)  -0.001
C (-0.88948, 2.80418, -4.53703)  0.000
C (-1.59769, 3.94674, -4.73847)  0.000
C (-2.67977, 4.33893, -3.96095)  0.001
C (-3.03542, 3.59077, -2.83725)  0.001
C (1.08713, 1.62602, 0.59544)  0.018
O (0.93715, 0.24099, 0.20588)  0.202
C (0.79585, 1.73981, 2.16490)  0.007
C (0.73450, 3.00832, 2.84217)  0.002
C (0.55415, 3.05851, 4.18429)  0.000
C (0.53607, 1.91322, 4.95114)  0.000
C (0.58798, 0.69784, 4.35327)  0.000
C (0.74209, 0.59397, 2.97872)  0.000
C (2.51774, 2.01665, 0.28791)  0.000
C (2.99456, 1.66114, -0.97641)  -0.001
C (4.28572, 1.99897, -1.36169)  0.000
C (5.06426, 2.78412, -0.52587)  0.000
C (4.68195, 2.98166, 0.78833)  0.003
C (3.39381, 2.62155, 1.15288)  0.004
H (0.51365, 5.67881, -1.82180)  0.003
H (-1.20323, 5.98895, -1.81558)  0.000
H (-0.64255, 4.41094, -2.40956)  0.000
H (0.49189, 6.02701, 0.99133)  0.111
H (-1.03833, 5.26707, 1.68882)  0.001
H (-1.11229, 6.58142, 0.53364)  0.001
H (0.46333, 2.29117, -1.39716)  0.000
H (-1.48500, 2.03988, 0.87349)  0.000
H (-3.17153, 1.94657, 1.47753)  0.000
H (-5.41949, 2.34541, 2.32521)  0.000
H (-7.34185, 2.54031, 0.83356)  0.000
H (-6.98277, 1.87467, -1.58076)  0.000
H (-4.68270, 1.69797, -2.45418)  0.000
H (-0.75050, 1.04920, -3.30462)  -0.001
H (-0.08217, 2.43676, -5.20736)  0.000
H (-1.34084, 4.60972, -5.58224)  0.000
H (-3.23799, 5.26260, -4.19193)  0.000
H (-3.81236, 3.91734, -2.14277)  0.000
H (0.82356, 3.89505, 2.22767)  0.003
H (0.45751, 4.00919, 4.69438)  0.000
H (0.41749, 1.99039, 6.01225)  0.000
H (0.55388, -0.22952, 4.89258)  0.000
H (0.83471, -0.39989, 2.52972)  0.000
H (2.31224, 1.14528, -1.64294)  -0.001
H (4.62678, 1.69575, -2.34140)  0.000
H (6.00983, 3.16868, -0.89459)  0.000
H (5.30156, 3.47906, 1.51457)  0.000
H (3.06750, 2.79249, 2.13685)  0.000
H (2.11340, 6.17246, 0.84887)  0.752
C (-2.28545, -3.83526, -4.10015)  0.001
As (-2.50073, -2.39939, -2.78846)  0.009
C (-2.94738, -3.20279, -1.08785)  0.001
C (-3.83854, -1.17457, -3.26920)  0.003
O (-0.94484, -1.80572, -2.50523)  0.037
H (-1.79673, -3.48275, -4.96984)  0.000
H (-3.29596, -4.27926, -4.29157)  0.000
H (-1.68490, -4.59300, -3.56534)  0.000
H (-3.89283, -3.74217, -1.24854)  0.000
H (-3.08617, -2.49111, -0.24261)  0.000
H (-2.14846, -3.88925, -0.80795)  0.000
H (-4.75793, -1.69723, -3.53699)  0.001
H (-3.48025, -0.59785, -4.09455)  0.000
H (-3.97331, -0.48330, -2.45170)  0.000
O (-0.09377, -2.62013, 0.12297)  0.048
As (1.10788, -3.29641, 1.03623)  0.009
C (2.60708, -2.23438, 2.02996)  0.002
C (3.20681, -2.89923, 3.10765)  0.000
C (4.33600, -2.37528, 3.73562)  0.000
C (4.85857, -1.20417, 3.22098)  0.000
C (4.26074, -0.50775, 2.20327)  0.000
C (3.15920, -1.04950, 1.53744)  0.001
C (2.32127, -4.21011, -0.29227)  0.002
C (3.33753, -5.06626, 0.22883)  0.000
C (4.22450, -5.77550, -0.58950)  0.000
C (4.07494, -5.63043, -1.98844)  0.000
C (3.13678, -4.71879, -2.49203)  0.000
C (2.23646, -4.06240, -1.65750)  0.000
C (0.36931, -4.75465, 2.07969)  0.002
C (0.30704, -4.83798, 3.46230)  0.000
C (-0.46354, -5.85798, 4.06353)  0.000
C (-1.22101, -6.71312, 3.29074)  0.000
C (-1.04915, -6.71775, 1.95456)  0.000
C (-0.14717, -5.83000, 1.37322)  0.000
H (2.87593, -3.91253, 3.41458)  0.000
H (4.73878, -2.82559, 4.62350)  0.000
H (5.73990, -0.73843, 3.66584)  0.000
H (4.69336, 0.40946, 1.91975)  0.000
H (2.75362, -0.49876, 0.67575)  0.000
H (3.51618, -5.15473, 1.31458)  0.000
H (4.93711, -6.50444, -0.18355)  0.000
H (4.75418, -6.14794, -2.66096)  0.000
H (3.12323, -4.52067, -3.56922)  0.000
H (1.50707, -3.36288, -2.07760)  0.000
H (0.78861, -4.14935, 4.12119)  0.000
H (-0.54368, -5.92534, 5.15624)  0.000
H (-1.90552, -7.43798, 3.68394)  0.000
H (-1.53115, -7.42640, 1.36909)  0.000
H (0.03446, -5.81897, 0.30290)  0.000

***

2.
Here is an isolated molecule of CH4N2P2 from the Open Molecules 2025 dataset. Energies are from ωB97M-V/def2-TZVPD.

LUMO = -0.1 eV
HOMO = -0.3261 Ha
Orbital gap = 8.80 eV
Energy relative to the best compared isomer or geometry (same formula, charge and spin) = 64.9 kJ/mol
Energy = -832.660139 a.u.

Each line ends with the natural charge from an NBO analysis.
Geometry (Å):
H (-3.16090, 0.63659, -0.17792)  0.390
N (-2.21961, 0.86918, 0.09257)  -1.199
P (-0.93111, 0.31616, -0.50410)  1.239
N (0.17930, 1.30535, 0.24166)  -1.261
P (1.87578, 0.88090, -0.10648)  0.867
C (1.63588, -0.80773, -0.32007)  -0.902
H (-0.03117, 2.29677, 0.43168)  0.434
H (2.35118, -1.53951, -0.89672)  0.255
H (0.57770, -1.02683, -0.24591)  0.176

***

3.
Here is C17H19N4OS2Sn as an isolated structure from the Open Molecules 2025 dataset. Energies are from ωB97M-V/def2-TZVPD.

LUMO = -3.2 eV
HOMO = -0.4015 Ha
Orbital gap = 7.68 eV
Net charge = +1
Energy = -1963.977554 a.u.

Each line ends with the natural charge from an NBO analysis.
Geometry (Å):
Sn (0.85700, -0.39570, -1.98902)  1.196
N (4.17874, 2.13376, -0.28564)  -0.765
C (3.00627, 1.52193, -0.48537)  0.332
S (3.09730, -0.19833, -0.86812)  -0.349
N (1.91595, 2.21913, -0.35569)  -0.423
N (0.77600, 1.56333, -0.62938)  -0.304
C (-0.33885, 2.03904, -0.20211)  0.234
C (-0.45171, 3.29712, 0.57074)  -0.144
C (-0.08916, 4.52095, 0.01928)  -0.112
C (-0.20987, 5.68034, 0.76835)  -0.221
C (-0.67524, 5.62519, 2.07440)  -0.187
C (-1.02939, 4.40417, 2.63023)  -0.206
C (-0.92637, 3.24443, 1.88024)  -0.186
C (-1.53768, 1.21948, -0.44860)  0.163
C (-2.82361, 1.71960, -0.26230)  -0.211
C (-3.90683, 0.88160, -0.46253)  -0.131
C (-3.68517, -0.43168, -0.85206)  -0.240
C (-2.38013, -0.84098, -1.05191)  0.068
N (-1.33408, -0.04480, -0.85035)  -0.498
H (5.03384, 1.61195, -0.31882)  0.415
H (4.18451, 3.10263, -0.01243)  0.417
H (0.28765, 4.56555, -0.99464)  0.215
H (0.06290, 6.63179, 0.33097)  0.225
H (-0.75875, 6.53158, 2.65894)  0.226
H (-1.38968, 4.35218, 3.64934)  0.225
H (-1.20569, 2.28991, 2.31129)  0.216
H (-2.96183, 2.75013, 0.03078)  0.250
H (-4.91344, 1.25110, -0.32097)  0.238
H (-4.50578, -1.11730, -1.00675)  0.239
H (-2.14778, -1.84431, -1.39142)  0.205
O (0.57015, -2.48132, -1.10523)  -1.055
S (0.36487, -3.35699, 0.12790)  1.229
C (1.98539, -4.16454, 0.39726)  -0.584
C (1.80195, -5.65568, 0.13312)  -0.413
C (0.77134, -5.75986, -0.98662)  -0.416
C (-0.38767, -4.88279, -0.53781)  -0.577
H (2.32900, -3.93608, 1.40447)  0.252
H (2.64518, -3.69162, -0.32938)  0.255
H (1.42414, -6.15344, 1.02840)  0.215
H (2.74914, -6.12160, -0.13570)  0.245
H (0.45231, -6.78722, -1.15757)  0.242
H (1.18686, -5.37273, -1.91906)  0.221
H (-0.95474, -5.33529, 0.27771)  0.240
H (-1.06707, -4.58462, -1.33397)  0.255